Record 1
DFT (ωB97M-V/def2-TZVPD) results for a molecular structure, C20H20BF2N5O2S2Ti.

Results
ΔE to the lowest compared entry with this formula, charge and spin (kcal per mole): 38.7
Highest occupied orbital energy (alpha / beta) (eV): -3.4 / -3.7
Calculated total energy (eV): -83514.7631
Charge: -1
Molar mass (g mol⁻¹): 523.222
2S+1: 2
Orbital gap (alpha / beta) (eV): 6.07 / 6.30

Cartesian coordinates (Å):
Ti 0.3363 0.3057 0.6563
C 3.7290 -2.7336 3.4810
S 2.0460 -3.3488 3.3247
C 1.1792 -1.9787 2.6040
S 1.9260 -0.4184 2.4959
N 0.0023 -2.3015 2.2130
N -0.7521 -1.1645 1.7335
C -1.4790 -0.5400 2.8083
C -1.4437 0.8063 2.8879
C -2.1914 1.5883 3.8551
C -2.1454 2.9334 3.8337
C -1.3631 3.6194 2.8447
C -0.6634 2.8617 1.9636
N -0.6496 1.5069 1.9715
H 4.3048 -3.5738 3.8706
H 3.7905 -1.8978 4.1733
H 4.1319 -2.4359 2.5157
H -2.0561 -1.1782 3.4610
H -2.7902 1.0551 4.5823
H -2.7116 3.5034 4.5615
H -1.3309 4.6973 2.7914
H -0.0634 3.3237 1.1857
C 4.0362 -0.2726 -1.0849
C 2.5963 -0.5724 -0.8360
O 1.8780 0.4528 -0.3994
C 2.0338 -1.8300 -0.9976
C 0.7126 -2.2113 -0.8067
C 0.3042 -3.6430 -0.9321
N -0.3202 -1.2204 -0.6197
N -0.7471 -0.6957 -1.8984
C -0.8890 0.5787 -1.8132
O -0.6387 1.2784 -0.7340
C -1.3868 1.3276 -2.9999
C -1.5840 0.6839 -4.2192
C -2.0456 1.3945 -5.3145
C -2.3203 2.7528 -5.2025
C -2.1289 3.3947 -3.9883
C -1.6619 2.6850 -2.8903
H 4.5069 0.0737 -0.1600
H 4.1388 0.5287 -1.8219
H 4.5687 -1.1515 -1.4464
H 2.7180 -2.6201 -1.2868
H 1.1334 -4.2283 -1.3315
H -0.5571 -3.7433 -1.5958
H 0.0156 -4.0596 0.0349
H -1.3727 -0.3745 -4.2872
H -2.1957 0.8879 -6.2600
H -2.6844 3.3058 -6.0599
H -2.3453 4.4516 -3.8930
H -1.5108 3.1691 -1.9352
F -2.5193 -0.6034 0.1931
B -1.5281 -1.5422 0.4079
F -2.0127 -2.8269 0.3640

natural (NBO) population analysis, charges in e, atoms 1 to 5: 1.701, -0.753, 0.259, -0.043, -0.241



Record 2
DFT (ωB97M-V/def2-TZVPD) results for C20H20Br2N2O2S in the gas phase in a non-equilibrium geometry.

Results
Structure (SMILES): O=C(CCCN1CCc2ccccc2C1)N[C@H]1CC(=O)c2c(Br)sc(Br)c21
ΔE to the lowest compared entry with this formula, charge and spin (kcal per mole): 35.3
Highest occupied orbital energy (eV): -8.5
Calculated total energy (eV): -179058.1070
Charge: 0
Molar mass (g mol⁻¹): 512.267
2S+1: 1
Orbital gap (eV): 7.87

Cartesian coordinates (Å):
O 0.9039 -3.6962 0.2480
C 0.7171 -2.6601 -0.3233
C 0.3969 -2.6754 -1.8540
C -1.0635 -3.1472 -2.0032
C -2.0314 -2.1089 -1.3606
N -1.5233 -0.7333 -1.4060
C -1.4114 0.0444 -2.6778
C -0.3265 1.1056 -2.5209
C -0.5677 1.9633 -1.3458
C 0.0961 3.1695 -1.3750
C 0.0688 4.0172 -0.2457
C -0.5239 3.5177 0.9369
C -1.1895 2.2735 0.9310
C -1.2260 1.5063 -0.1761
C -1.9146 0.1511 -0.2759
N 0.9872 -1.4408 0.2345
C 1.6033 -1.2904 1.5525
C 2.9474 -0.6486 1.3973
C 2.9679 0.6151 2.2075
O 3.9172 1.4238 2.1799
C 1.6523 0.7948 2.8036
C 1.0506 1.7337 3.5795
Br 2.0824 3.1457 4.4034
S -0.4933 1.1352 4.2022
C -0.3092 -0.4173 3.3091
Br -1.4859 -1.8496 3.4307
C 0.8487 -0.3736 2.5464
H 1.0545 -3.4320 -2.2599
H 0.5556 -1.8968 -2.4128
H -1.1147 -4.1024 -1.4606
H -1.3714 -3.3652 -3.0825
H -2.2391 -2.4011 -0.3028
H -2.9726 -2.0999 -1.9088
H -1.2757 -0.5984 -3.5767
H -2.3958 0.5393 -2.7654
H 0.5777 0.5673 -2.4717
H -0.2658 1.6748 -3.5157
H 0.6901 3.3749 -2.2497
H 0.6580 5.0085 -0.3004
H -0.5696 4.0885 1.8296
H -1.7380 1.9322 1.7574
H -2.9489 0.2641 -0.0190
H -1.6829 -0.4321 0.5281
H 0.3773 -0.6832 -0.0715
H 1.6666 -2.2554 1.9958
H 3.0788 -0.3867 0.2550
H 3.7422 -1.3519 1.6337

natural (NBO) population analysis, charges in e, atoms 1 to 5: -0.617, 0.703, -0.474, -0.404, -0.220



Record 3
DFT (ωB97M-V/def2-TZVPD) results for a molecular structure, C20H20BrN2O2RuS2.

Results
ΔE to the lowest compared entry with this formula, charge and spin (kcal per mole): 0.0
Highest occupied orbital energy (alpha / beta) (eV): -7.6 / -8.5
Calculated total energy (eV): -122431.9639
Charge: 0
Molar mass (g mol⁻¹): 565.500
2S+1: 6
Orbital gap (alpha / beta) (eV): 7.55 / 6.58

Cartesian coordinates (Å):
Ru -0.2123 -0.0724 -0.3996
O -3.1714 -3.3855 -0.5002
C -2.3049 -4.3168 -0.9636
C -2.8536 -5.4745 -1.5066
C -2.0371 -6.4804 -1.9876
C -0.6562 -6.3432 -1.9397
C -0.1138 -5.1903 -1.3968
C -0.9136 -4.1658 -0.8992
C -0.3324 -2.9456 -0.2221
O -1.0870 -1.8075 -0.4946
N 1.0370 -2.6722 -0.6683
N 1.4540 -1.4266 -0.3793
C 2.7900 -1.2162 -0.7607
C 3.5364 -0.2976 -0.1973
Br 1.0256 1.9419 -0.6705
C 4.2676 0.6205 0.3608
C 5.0793 0.4178 1.5820
C 6.2041 1.2093 1.7947
C 6.9943 1.0197 2.9188
C 6.6604 0.0429 3.8455
C 5.5300 -0.7395 3.6463
C 4.7421 -0.5525 2.5224
H -2.6851 -2.5478 -0.3861
H -3.9318 -5.5552 -1.5428
H -2.4808 -7.3739 -2.4079
H -0.0092 -7.1214 -2.3201
H 0.9655 -5.1042 -1.3689
H -0.3109 -3.1042 0.8678
H 1.7306 -3.3963 -0.5261
H 3.1889 -1.8717 -1.5288
H 4.2813 1.6087 -0.0911
H 6.4637 1.9739 1.0721
H 7.8700 1.6364 3.0734
H 7.2733 -0.1039 4.7252
H 5.2570 -1.4910 4.3758
H 3.8505 -1.1502 2.3758
C -2.6652 2.0678 3.0831
C -2.1356 1.3953 1.8396
S -0.8778 0.3063 2.0420
C -2.7093 1.7008 0.5922
C -3.7790 2.7509 0.4732
S -2.2785 0.9527 -0.8692
H -2.1668 1.6742 3.9649
H -3.7397 1.9145 3.1946
H -2.4874 3.1453 3.0431
H -4.3313 2.8977 1.3975
H -4.4803 2.4965 -0.3205
H -3.3167 3.7045 0.2023

natural (NBO) population analysis, charges in e, atoms 1 to 5: 0.869, -0.680, 0.324, -0.263, -0.182



Record 4
DFT (ωB97M-V/def2-TZVPD) results for 8 unconnected molecules or ions with the total composition C20H20Cl5O18 in a non-equilibrium geometry.

Results
ΔE to the lowest compared entry with this formula, charge and spin (kcal per mole): 0.0
Highest occupied orbital energy (eV): -7.2
Calculated total energy (eV): -120525.5377
Charge: -1
Molar mass (g mol⁻¹): 725.627
2S+1: 1
Orbital gap (eV): 7.88

Cartesian coordinates (Å):
Cl -14.9204 -6.6402 -20.5356
O -13.5412 -6.9724 -20.7926
O -15.1022 -6.3470 -19.1203
O -15.3208 -5.4635 -21.2823
O -15.7641 -7.7488 -20.8719
C -20.1044 -4.8461 -19.0685
C -18.9755 -4.7548 -19.7856
C -18.5554 -3.4284 -20.3359
O -17.5023 -3.2617 -20.8956
C -19.4917 -2.3156 -20.1223
C -20.6359 -2.4129 -19.4450
C -20.9883 -3.7035 -18.7922
O -21.9392 -3.8329 -18.0496
O -21.4535 -1.3779 -19.2421
O -18.2542 -5.8424 -20.0458
H -20.4502 -5.7888 -18.6659
H -19.2649 -1.4008 -20.6571
H -22.2965 -1.6490 -18.8588
H -17.4551 -5.6108 -20.5624
C -18.4795 -11.5409 -21.0265
C -17.5233 -10.6633 -21.3318
C -16.8286 -10.6491 -22.6510
O -15.9674 -9.8613 -22.9489
C -17.2029 -11.7642 -23.5422
C -18.1139 -12.6847 -23.2190
C -18.8473 -12.6465 -21.9084
O -19.6930 -13.4550 -21.5803
O -18.3522 -13.7616 -23.9876
O -17.1232 -9.7289 -20.4641
H -18.9639 -11.5793 -20.0599
H -16.6624 -11.8858 -24.4731
H -19.2228 -14.1339 -23.7980
H -16.4360 -9.1502 -20.8534
C -19.0529 -6.2018 -15.7197
C -18.3078 -6.6739 -16.7366
C -18.5801 -7.9840 -17.4008
O -17.8405 -8.4598 -18.2208
C -19.8268 -8.6298 -16.9874
C -20.5802 -8.1443 -15.9985
C -20.2057 -6.9366 -15.2233
O -20.8929 -6.5306 -14.3066
O -21.7872 -8.6725 -15.7105
O -17.3268 -5.9580 -17.2616
H -18.8341 -5.2050 -15.3626
H -20.1750 -9.4801 -17.5595
H -22.1959 -8.0797 -15.0504
H -16.8735 -6.4452 -17.9875
O -10.1332 -6.4216 -20.3104
H -10.7973 -6.7826 -20.9145
H -9.5977 -5.8411 -20.8598
O -12.1442 -5.2444 -18.5199
H -11.6752 -5.9567 -18.9779
H -12.9612 -5.1404 -19.0242
C -12.4721 -8.3942 -23.9608
Cl -10.9091 -7.8315 -23.4239
Cl -12.6889 -10.1441 -23.7016
H -13.2921 -7.8846 -23.4634
H -12.5365 -8.1753 -25.0218
C -13.3298 -10.1439 -20.0219
Cl -11.6342 -9.8247 -19.6642
Cl -13.7568 -11.8562 -20.1932
H -13.9305 -9.6829 -19.2458
H -13.5335 -9.6444 -20.9628

natural (NBO) population analysis, charges in e, atoms 1 to 5: 2.556, -0.867, -0.881, -0.847, -0.892